Here is a 2-piece molecular cluster, C35H54N4OP overall from the OMol25 dataset. Energies are from wB97M-V/def2-TZVPD.

Last columns: bonded neighbours and bond lengths (Å).
CARTESIAN COORDINATES (ANGSTROEM)
1 C 1.666 -4.488 10.165  N2 1.444, H28 1.106, H29 1.100, H30 1.092
2 N 1.126 -3.795 11.310  C1 1.444, C3 1.381, C23 1.458
3 C 1.977 -3.508 12.358  N2 1.381, O4 1.227, C5 1.517
4 O 3.090 -4.004 12.506  C3 1.227
5 C 1.330 -2.422 13.198  C3 1.517, C6 1.537, N13 1.469, H31 1.107
6 C 2.312 -1.275 13.486  C5 1.537, C7 1.511, H32 1.097, H33 1.099
7 C 2.746 -0.652 12.180  C6 1.511, C8 1.398, C12 1.399
8 C 3.741 -1.224 11.383  C7 1.398, C9 1.396, H34 1.091
9 C 3.868 -0.840 10.047  C8 1.396, C10 1.398, H35 1.091
10 C 2.952 0.060 9.497  C9 1.398, C11 1.399, H36 1.091
11 C 1.969 0.633 10.313  C10 1.399, C12 1.393, H37 1.095
12 C 2.065 0.469 11.692  C7 1.399, C11 1.393, H38 1.093
13 N 0.203 -2.018 12.347  C5 1.469, C14 1.346, C23 1.473
14 C -0.353 -0.795 12.426  N13 1.346, C15 1.392, H39 1.094
15 C -1.033 -0.157 11.393  C14 1.392, C16 1.405, H40 1.099
16 C -1.909 0.919 11.611  C15 1.405, C17 1.444, H41 1.094
17 C -3.260 0.874 11.104  C16 1.444, C18 1.426, C22 1.426
18 C -4.327 1.489 11.822  C17 1.426, C19 1.391, H42 1.094
19 C -5.651 1.321 11.430  C18 1.391, C20 1.405, H43 1.094
20 C -5.964 0.518 10.321  C19 1.405, C21 1.403, H44 1.091
21 C -4.935 -0.094 9.589  C20 1.403, C22 1.397, H45 1.096
22 C -3.601 0.103 9.954  C17 1.426, C21 1.397, H46 1.094
23 C -0.095 -2.998 11.288  N2 1.458, N13 1.473, C24 1.578, H47 1.106
24 C -1.377 -3.883 11.544  C23 1.578, C25 1.529, C26 1.524, C27 1.520
25 C -1.186 -4.658 12.848  C24 1.529, H48 1.096, H49 1.098, H50 1.096
26 C -1.551 -4.856 10.385  C24 1.524, H51 1.099, H52 1.093, H53 1.100
27 C -2.612 -3.001 11.624  C24 1.520, H54 1.097, H55 1.100, H56 1.095
28 H 2.380 -3.844 9.616  C1 1.106
29 H 2.204 -5.376 10.526  C1 1.100
30 H 0.846 -4.782 9.506  C1 1.092
31 H 0.933 -2.898 14.116  C5 1.107
32 H 1.828 -0.540 14.140  C6 1.097
33 H 3.178 -1.703 14.009  C6 1.099
34 H 4.385 -1.999 11.802  C8 1.091
35 H 4.641 -1.290 9.421  C9 1.091
36 H 3.005 0.328 8.441  C10 1.091
37 H 1.113 1.167 9.886  C11 1.095
38 H 1.512 1.116 12.378  C12 1.093
39 H -0.247 -0.306 13.399  C14 1.094
40 H -0.847 -0.485 10.360  C15 1.099
41 H -1.722 1.613 12.436  C16 1.094
42 H -4.101 2.072 12.720  C18 1.094
43 H -6.458 1.800 11.992  C19 1.094
44 H -7.004 0.395 10.012  C20 1.091
45 H -5.187 -0.728 8.730  C21 1.096
46 H -2.804 -0.357 9.364  C22 1.094
47 H -0.191 -2.512 10.299  C23 1.106
48 H -1.063 -3.988 13.706  C25 1.096
49 H -2.076 -5.276 13.029  C25 1.098
50 H -0.322 -5.328 12.787  C25 1.096
51 H -1.749 -4.316 9.448  C26 1.099
52 H -0.677 -5.499 10.258  C26 1.093
53 H -2.404 -5.519 10.590  C26 1.100
54 H -2.739 -2.404 10.713  C27 1.097
55 H -3.503 -3.636 11.737  C27 1.100
56 H -2.581 -2.317 12.478  C27 1.095
57 C 2.364 6.827 13.287  C58 1.527, H72 1.095, H73 1.099, H74 1.094
58 C 1.595 6.492 12.012  C57 1.527, C59 1.522, C60 1.528, N61 1.491
59 C 0.276 7.251 12.049  C58 1.522, H75 1.098, H76 1.099, H77 1.099
60 C 2.445 6.972 10.837  C58 1.528, H78 1.097, H79 1.098, H80 1.098
61 N 1.303 5.031 11.951  C58 1.491, C62 1.485, P70 1.662
62 C 2.488 4.136 11.985  N61 1.485, C63 1.517, H81 1.092, H82 1.097
63 C 3.197 3.950 10.658  C62 1.517, C64 1.519, H83 1.094, H84 1.097
64 C 2.324 3.834 9.421  C63 1.519, N65 1.469, H85 1.097, H86 1.098
65 N 1.020 4.505 9.512  C64 1.469, C66 1.484, P70 1.705
66 C 0.237 4.447 8.253  N65 1.484, C67 1.527, C68 1.525, C69 1.527
67 C 1.111 4.999 7.128  C66 1.527, H87 1.096, H88 1.097, H89 1.097
68 C -1.000 5.326 8.407  C66 1.525, H90 1.100, H91 1.100, H92 1.098
69 C -0.187 3.019 7.913  C66 1.527, H93 1.096, H94 1.098, H95 1.096
70 P 0.123 4.412 10.959  N61 1.662, N65 1.705, H71 1.616
71 H -0.449 2.932 11.264  P70 1.616
72 H 3.417 6.530 13.256  C57 1.095
73 H 2.350 7.918 13.414  C57 1.099
74 H 1.891 6.382 14.168  C57 1.094
75 H -0.317 7.095 11.138  C59 1.098
76 H -0.298 6.947 12.935  C59 1.099
77 H 0.509 8.322 12.129  C59 1.099
78 H 2.030 6.658 9.871  C60 1.097
79 H 2.448 8.070 10.849  C60 1.098
80 H 3.491 6.655 10.937  C60 1.098
81 H 3.182 4.571 12.707  C62 1.092
82 H 2.154 3.157 12.352  C62 1.097
83 H 3.887 4.787 10.515  C63 1.094
84 H 3.821 3.048 10.710  C63 1.097
85 H 2.887 4.259 8.580  C64 1.097
86 H 2.152 2.781 9.161  C64 1.098
87 H 1.681 4.203 6.635  C67 1.096
88 H 0.471 5.471 6.373  C67 1.097
89 H 1.797 5.770 7.502  C67 1.097
90 H -1.672 4.970 9.203  C68 1.100
91 H -0.713 6.369 8.604  C68 1.100
92 H -1.552 5.303 7.458  C68 1.098
93 H -0.703 2.540 8.752  C69 1.096
94 H -0.875 3.066 7.059  C69 1.098
95 H 0.672 2.403 7.622  C69 1.096

The energy comes out at -2001.36663 a.u. The highest occupied orbital energy is -9.75 eV. The calculation puts the frontier orbital gap at 4.89 eV. The spin multiplicity is 1. Its total charge is +1.

These are the Löwdin partial charges, in e, on atoms 1 to 2: number 1, C, carries -0.01; number 2, N, carries -0.03